The following is a quantum chemistry calculation of a cluster of 2 separate species, C2H9N2S2 in total in a non-equilibrium geometry, from the OMol25 dataset.

Results
Charge = +1
Electronic energy = -26862.9456 eV
Highest occupied orbital energy = -12.5 eV
Energy relative to the best compared isomer or geometry (same formula, charge and spin) = 174.0 kJ/mol

Last column: natural (NBO) charge in e.
Positions of all 15 atoms, in Å:
C -0.952 -0.752 0.979  -0.288
C -0.655 0.109 -0.258  0.206
N 0.137 1.136 -0.077  -0.662
N -1.844 0.122 1.761  -0.818
S -1.663 -0.354 -1.502  0.290
S 4.281 0.456 -1.001  -0.346
H -0.018 -1.119 1.398  0.252
H -1.533 -1.694 0.537  0.210
H 0.282 1.783 -0.912  0.429
H 0.501 1.506 0.767  0.449
H -1.695 -0.136 2.677  0.383
H -2.837 -0.038 1.532  0.390
H 4.202 -0.873 -1.231  0.154
H -1.484 0.566 -2.473  0.159
H 5.426 0.729 -1.806  0.193

Atoms 1-6, force components in eV/Å:
C -2.348 -1.333 -2.581
C 0.664 0.617 2.242
N -0.568 0.922 -4.443
N 0.168 -0.370 -1.845
S -0.178 -0.246 -1.054
S 1.161 0.269 -0.834

***

The following is a quantum chemistry calculation of a cluster of 2 separate species, C2H9N2S2 in total in a non-equilibrium geometry, from the OMol25 dataset.

Results
Charge = +1
Electronic energy = -26864.2348 eV
Highest occupied orbital energy = -13.3 eV
Energy relative to the best compared isomer or geometry (same formula, charge and spin) = 49.6 kJ/mol

Last column: natural (NBO) charge in e.
Positions of all 15 atoms, in Å:
C 0.968 2.017 -0.500  -0.739
S 0.842 0.328 -1.215  0.083
S 1.518 -0.982 0.269  -0.154
H 0.254 2.204 0.301  0.209
H 0.678 2.675 -1.318  0.251
H 1.980 2.270 -0.187  0.248
H 2.798 -0.914 -0.134  0.180
N -1.412 -0.113 1.819  -0.686
C -2.289 -0.358 0.884  0.417
N -2.112 -0.359 -0.429  -0.766
H -0.453 0.035 1.517  0.434
H -1.751 0.008 2.759  0.444
H -3.298 -0.598 1.210  0.218
H -2.467 -1.176 -0.908  0.432
H -1.313 0.070 -0.953  0.427

Atoms 1-6, force components in eV/Å:
C -0.083 -0.195 -0.144
S 0.510 0.418 0.320
S -0.110 0.545 -0.618
H 0.085 -0.215 0.132
H 0.090 -0.002 -0.169
H -0.081 -0.202 -0.040

***

The following is a quantum chemistry calculation of a structure of composition C2H9N3 in a non-equilibrium geometry, from the OMol25 dataset.

Results
Charge = 0
Electronic energy = -6686.5139 eV
Highest occupied orbital energy = -7.4 eV
Energy relative to the best compared isomer or geometry (same formula, charge and spin) = 385.5 kJ/mol

Last column: natural (NBO) charge in e.
Positions of all 14 atoms, in Å:
C 0.438 -0.344 0.014  0.363
C -0.354 1.773 -0.683  -0.505
N -0.636 0.344 0.504  -0.577
N 0.310 -1.395 1.627  -1.061
N 0.247 -1.129 -1.092  -0.832
H -0.383 0.816 1.363  0.368
H 1.464 0.017 0.118  0.182
H 0.999 -1.203 -1.758  0.402
H -0.314 -1.186 2.407  0.336
H -0.013 -2.327 1.368  0.329
H -0.697 -1.451 -1.251  0.403
H 0.683 2.077 -0.838  0.188
H -0.910 2.558 -0.179  0.201
H -0.835 1.449 -1.600  0.203

Atoms 1-6, force components in eV/Å:
C 0.128 -3.783 3.540
C -1.652 -1.322 1.992
N -0.068 5.134 -4.076
N 1.462 -0.926 -1.130
N 0.069 0.739 0.644
H 0.127 -0.195 0.077